(1)
Entry from the OMol25 dataset: a 6-piece molecular cluster, C41H98Cl2FN3O21P5 overall at a distorted geometry (ωB97M-V/def2-TZVPD).

Summary:
E_HOMO, eV: -11.7
Total energy, eV: -165784.899
ΔE to the lowest compared entry with this formula, charge and spin, kJ/mol: 0.0
Charge: +1
LUMO, Eh: -0.09477
Multiplicity: 1
Orbital gap, eV: 9.097

Structure (XYZ):
```
171
C41H98Cl2FN3O21P5 ωB97M-V/def2-TZVPD
C -1.82955 1.60166 -2.20905
C -1.84060 1.65069 -0.66939
C -0.97285 0.54946 -0.03432
C -1.63314 -0.83597 -0.11294
C -0.76393 -1.97386 0.42614
C -0.56538 -2.00244 1.94828
C 0.41547 -3.14274 2.34451
C 1.54636 -2.60744 3.24488
C 2.43730 -1.62913 2.43273
C 2.57532 -0.27760 3.13451
C 3.48400 0.75996 2.45554
C 3.11476 1.06281 0.97410
C 4.31381 0.99956 -0.01697
C 4.58853 2.34794 -0.73665
C 4.45749 2.41433 -2.26292
N 5.09865 1.21997 -2.88443
F 5.93352 1.65943 -3.91183
C 4.22711 0.15387 -3.46105
C 2.71378 0.24028 -3.19554
O 2.35504 -0.79944 -2.30729
C 2.22588 -2.06892 -2.97585
C 2.98889 -3.17038 -2.21713
N 2.26853 1.48917 -2.63581
C 3.06694 2.66310 -2.87286
N 3.29226 2.94118 -4.30625
C 2.11241 2.82993 -5.18645
C 2.17440 1.66879 -6.20979
C 0.78350 1.04755 -6.42643
C 2.34861 3.91581 -2.26948
Cl 1.28370 3.54286 -0.87004
C 3.26868 5.14082 -1.99982
C 3.08973 5.89961 -0.67823
Cl 2.97285 6.31781 -3.34788
H -0.79902 1.44230 -2.55863
H -2.21303 2.52471 -2.64805
H -2.42050 0.76062 -2.58252
H -1.53094 2.64469 -0.32667
H -2.87207 1.52435 -0.31392
H -0.77306 0.82009 1.00898
H 0.00104 0.52979 -0.54833
H -2.60358 -0.80410 0.39844
H -1.85555 -1.03257 -1.17121
H 0.22071 -1.90827 -0.05287
H -1.21095 -2.92807 0.11022
H -1.52429 -2.12874 2.46148
H -0.13694 -1.03624 2.24057
H 0.87312 -3.52447 1.42901
H -0.12945 -3.93667 2.86223
H 2.14794 -3.41884 3.66390
H 1.08491 -2.06882 4.08161
H 3.43582 -2.04013 2.24500
H 1.96592 -1.49237 1.45268
H 2.98063 -0.48367 4.13580
H 1.58682 0.17174 3.28897
H 4.53896 0.48748 2.56022
H 3.35563 1.69077 3.02323
H 2.69076 2.06700 0.94143
H 2.34636 0.36570 0.62856
H 5.20826 0.74238 0.56283
H 4.14727 0.16085 -0.70586
H 3.96655 3.10516 -0.26301
H 5.62875 2.62713 -0.51659
H 5.09637 3.23582 -2.59873
H 5.75950 0.79845 -2.22736
H 4.57869 -0.80261 -3.06302
H 4.44079 0.15252 -4.53133
H 2.20124 0.02659 -4.14371
H 2.60458 -2.00502 -4.00050
H 1.15973 -2.30302 -3.01919
H 3.58537 -3.76249 -2.92120
H 2.31636 -3.86637 -1.72099
H 3.68353 -2.73238 -1.49753
H 1.28852 1.62807 -2.83264
H 3.65852 3.87866 -4.41413
H 2.06679 3.75978 -5.76680
H 1.16869 2.79288 -4.62977
H 2.90179 0.91988 -5.89095
H 2.51477 2.07172 -7.16886
H 0.77270 0.35073 -7.26403
H 0.44177 0.53172 -5.52221
H 0.06270 1.84588 -6.62480
H 1.63555 4.22783 -3.03560
H 4.32428 4.89877 -2.09185
H 2.09631 6.33670 -0.59836
H 3.32648 5.27156 0.18287
H 3.81547 6.72068 -0.68328
C -3.78616 6.45521 0.22142
O -4.56201 6.00244 1.34212
P -5.15864 4.53670 1.33207
O -4.95693 3.78409 0.08925
O -6.67186 4.72893 1.76475
C -7.54052 5.43531 0.86927
O -4.53299 3.90734 2.63451
C -4.81574 2.52459 2.91244
H -4.44219 6.72026 -0.60620
H -3.24300 7.33630 0.55222
H -3.08357 5.69030 -0.10321
H -7.42895 5.06415 -0.15007
H -7.32224 6.50284 0.90506
H -8.55935 5.26379 1.20557
H -4.18130 1.88762 2.29722
H -5.86418 2.29002 2.72693
H -4.59564 2.36092 3.96321
C -5.20628 -2.08165 -2.31252
O -4.88868 -3.34683 -1.70734
P -4.60044 -4.58451 -2.65803
O -4.78681 -4.32808 -4.08840
O -5.49510 -5.74376 -2.05147
C -6.91809 -5.59136 -2.13167
O -3.14936 -5.02265 -2.21790
C -2.53586 -6.09811 -2.95507
H -6.24005 -2.08199 -2.65405
H -5.07477 -1.31108 -1.55665
H -4.54815 -1.87692 -3.15466
H -7.21892 -5.29763 -3.13787
H -7.25329 -4.84777 -1.40803
H -7.35835 -6.55427 -1.89076
H -2.14931 -5.72049 -3.90030
H -3.24985 -6.89811 -3.14718
H -1.71826 -6.48688 -2.35325
C 0.60057 -6.70679 0.70711
O 1.43196 -7.87399 0.78133
P 1.49600 -8.84033 -0.47304
O 0.60201 -8.47771 -1.57788
O 1.28080 -10.28664 0.13391
C -0.00573 -10.59039 0.69059
O 3.03771 -8.85696 -0.80519
C 3.45982 -9.59660 -1.96348
H -0.44252 -6.98247 0.85674
H 0.91313 -6.03532 1.50252
H 0.70930 -6.20919 -0.25503
H -0.80228 -10.28976 0.00917
H -0.12281 -10.08682 1.65044
H -0.04532 -11.66513 0.83923
H 3.26874 -9.01515 -2.86388
H 2.94276 -10.55343 -2.02877
H 4.52614 -9.77286 -1.85618
C 9.88861 2.01773 1.10878
O 9.78232 2.48090 2.46116
P 8.39644 3.00840 3.01231
O 7.31430 3.10433 2.02115
O 8.75816 4.36433 3.74291
C 9.21879 5.45963 2.94036
O 8.11549 2.05006 4.22981
C 6.85529 2.24234 4.89397
H 9.93628 2.86412 0.42460
H 10.81026 1.44633 1.04378
H 9.04558 1.38100 0.84598
H 8.57005 5.60510 2.07567
H 10.24287 5.27630 2.61493
H 9.19208 6.34778 3.56409
H 6.05912 1.77195 4.31841
H 6.63892 3.30386 5.01396
H 6.91803 1.78173 5.87524
C -9.45979 0.76245 2.62726
O -8.74866 1.18145 3.80342
P -9.57062 1.71838 5.04963
O -11.01195 1.85809 4.83177
O -8.81143 3.04986 5.45886
C -8.88325 4.14691 4.54043
O -9.12346 0.72864 6.19242
C -9.74960 0.87158 7.47883
H -9.78004 1.63121 2.05382
H -8.76653 0.17047 2.03522
H -10.32754 0.16035 2.88680
H -9.91303 4.32502 4.22670
H -8.25608 3.94227 3.67148
H -8.50617 5.02750 5.05252
H -10.73593 0.41175 7.46249
H -9.83841 1.92117 7.75813
H -9.11618 0.36099 8.19835
```

***

(2)
Entry from the OMol25 dataset: a 10-piece molecular cluster, C42H102N10O6 overall at a distorted geometry (ωB97M-V/def2-TZVPD).

Summary:
E_HOMO, eV: -7.8
Total energy, eV: -72391.777
ΔE to the lowest compared entry with this formula, charge and spin, kJ/mol: 478.7
SMILES: CCN(CC)CC.CCN(CC)CC.CCN(CC)CC.CCN(CC)CC.CNC(C)=O.CNC(C)=O.CNC(C)=O.CNC(C)=O.CNC(C)=O.CNC(C)=O
Charge: 0
LUMO, Eh: 0.01201
Multiplicity: 1
Orbital gap, eV: 8.150

Structure (XYZ):
```
160
C42H102N10O6 ωB97M-V/def2-TZVPD
C 1.93696 8.87608 -16.58177
C 1.91283 7.73103 -17.61298
N 0.88539 7.88016 -18.66295
C 0.74437 6.61052 -19.37314
C 1.76616 6.34295 -20.50773
C 1.13545 9.16522 -19.44875
C -0.00468 9.39066 -20.58999
H 0.95849 9.14072 -16.18094
H 2.50192 9.71630 -16.98546
H 2.58441 8.55398 -15.76621
H 2.90542 7.72627 -18.06336
H 1.70305 6.75224 -17.18163
H 0.59111 5.76822 -18.69850
H -0.20502 6.66242 -19.90612
H 1.52581 5.32452 -20.81291
H 1.50198 7.04997 -21.29414
H 2.82683 6.51700 -20.32668
H 2.12260 8.97044 -19.86792
H 1.26458 10.03350 -18.80259
H -1.02175 9.26250 -20.21954
H 0.09909 8.62575 -21.35956
H 0.13217 10.38129 -21.02362
C -3.55600 4.17225 -6.22123
C -2.45447 3.68290 -7.09752
N -1.81350 4.83560 -7.74796
C -2.67768 5.47494 -8.69230
C -2.36035 6.96589 -8.74710
C -0.45955 4.45587 -8.26748
C -0.28358 3.24941 -9.13427
H -4.36419 4.62594 -6.79490
H -3.29636 5.07837 -5.67384
H -4.00788 3.42474 -5.56921
H -1.64037 3.20295 -6.55439
H -2.80767 2.98182 -7.85372
H -2.66438 4.99954 -9.67308
H -3.74928 5.44972 -8.49449
H -2.60802 7.38420 -7.77151
H -1.29712 7.07429 -8.96131
H -3.05299 7.50005 -9.39750
H 0.07798 4.34750 -7.32545
H 0.00859 5.34471 -8.69043
H -0.91583 2.40392 -8.86316
H 0.70852 2.80548 -9.05211
H -0.44703 3.58249 -10.15918
C 3.00728 7.56403 -10.91838
C 1.92070 6.49173 -11.23617
N 0.85568 6.95398 -12.11132
C -0.17528 7.86153 -11.54503
C -0.26505 9.19883 -12.38413
C 0.28362 5.89502 -12.92557
C -0.43619 6.48277 -14.15535
H 3.26228 8.16620 -11.79043
H 3.88792 6.92260 -10.88475
H 2.69820 8.16956 -10.06638
H 2.38696 5.58350 -11.61803
H 1.46407 6.18023 -10.29672
H -1.11244 7.31106 -11.62763
H -0.01924 8.11816 -10.49723
H -0.40260 8.97707 -13.44244
H -1.15420 9.74655 -12.07187
H 0.66399 9.76779 -12.34870
H -0.47618 5.26574 -12.46209
H 1.02887 5.18601 -13.28613
H -0.79356 5.76663 -14.89531
H 0.22654 7.18052 -14.66723
H -1.38591 6.96910 -13.93259
C -7.83696 7.95320 -10.71744
C -6.85953 7.60758 -11.83586
N -5.63393 8.55973 -11.88256
C -4.77939 8.07148 -13.00540
C -4.18835 6.76738 -12.86185
C -5.85043 10.05923 -11.92170
C -6.80155 10.43799 -13.07001
H -7.22750 7.91855 -9.81442
H -8.72076 7.32753 -10.59275
H -8.36799 8.89761 -10.83657
H -6.53718 6.58196 -11.65616
H -7.50656 7.65621 -12.71170
H -3.95348 8.75972 -13.18513
H -5.27786 8.02558 -13.97366
H -4.91255 5.98807 -12.62453
H -3.60761 6.84905 -11.94307
H -3.48817 6.36911 -13.59617
H -6.25301 10.40414 -10.96930
H -4.92394 10.59468 -12.12911
H -7.78214 10.02930 -12.82604
H -7.00587 11.50865 -13.06344
H -6.50418 10.08644 -14.05798
C -1.84163 2.19309 -13.22079
C -0.91051 1.70724 -14.34604
O -0.47568 2.46110 -15.21556
N -0.54060 0.41419 -14.27930
C 0.30917 -0.21798 -15.25874
H -1.92062 3.26020 -13.42846
H -1.42605 2.17009 -12.21338
H -2.90708 1.99350 -13.33521
H -0.82296 -0.18691 -13.51835
H -0.11824 -0.96033 -15.93278
H 1.07924 -0.84100 -14.80385
H 0.97083 0.50170 -15.74079
C 6.19116 4.73648 -11.91092
C 6.11467 6.15032 -12.49184
O 6.54503 7.15484 -11.92807
N 5.35158 6.32794 -13.57896
C 4.97456 7.53313 -14.18650
H 5.72520 4.44570 -10.96942
H 7.22375 4.63244 -11.57770
H 6.06221 4.07805 -12.76995
H 4.87526 5.50021 -13.90770
H 4.35957 8.12867 -13.51181
H 4.33216 7.35564 -15.04900
H 5.82076 8.15717 -14.47394
C 3.12780 3.63323 -16.49263
C 3.25996 3.48085 -15.02404
O 4.22732 3.85770 -14.34596
N 2.08467 3.13131 -14.38013
C 2.00231 2.95728 -12.96659
H 2.93539 4.61084 -16.93463
H 2.40872 2.88006 -16.81473
H 4.09964 3.27424 -16.83138
H 1.19336 3.00435 -14.83791
H 2.49909 3.68036 -12.31969
H 2.52467 2.01144 -12.82295
H 0.94825 2.91504 -12.69227
C 2.08840 8.76855 -7.48336
C 2.00941 9.75520 -6.36501
O 2.11481 9.41721 -5.22456
N 1.88921 11.04239 -6.59454
C 1.80725 11.80575 -7.80284
H 3.09070 8.72445 -7.90945
H 1.40692 9.05280 -8.28516
H 1.91996 7.73405 -7.18412
H 1.72114 11.63933 -5.79734
H 2.05057 11.26244 -8.71592
H 2.37483 12.71874 -7.62284
H 0.83334 12.26470 -7.97304
C -2.63081 10.75047 -9.73231
C -3.54610 10.50015 -8.61750
O -3.19364 10.91690 -7.54074
N -4.62412 9.75480 -8.75901
C -5.70682 9.45292 -7.73985
H -2.32812 9.82418 -10.22063
H -1.75766 11.23113 -9.29109
H -3.15466 11.37852 -10.45289
H -4.62545 9.21726 -9.61408
H -5.69832 8.38697 -7.51229
H -6.64066 9.84477 -8.14297
H -5.45535 10.01146 -6.83825
C 3.33858 4.24629 -5.93473
C 3.81622 5.10459 -7.09014
O 2.95929 5.49020 -7.88707
N 5.04924 5.54144 -7.00888
C 5.54481 6.42299 -8.11400
H 3.80382 4.41359 -4.96331
H 3.62916 3.22915 -6.19756
H 2.26001 4.33627 -5.80550
H 5.62453 5.15083 -6.27637
H 6.59749 6.63866 -7.93116
H 4.96527 7.34561 -8.14560
H 5.41300 5.96836 -9.09586
```

***

(3)
Entry from the OMol25 dataset: a 10-piece molecular cluster, C42H102N2O10 overall at a distorted geometry (ωB97M-V/def2-TZVPD).

Summary:
E_HOMO, eV: -8.5
Total energy, eV: -68660.632
ΔE to the lowest compared entry with this formula, charge and spin, kJ/mol: 129.7
SMILES: CC1(C)CCCC(C)(C)N1O.CC1(C)CCCC(C)(C)N1O.CC(C)O.CC(C)O.CC(C)O.CC(C)O.CC(C)O.CC(C)O.CC(C)O.CC(C)O
Charge: 0
LUMO, Eh: 0.01619
Multiplicity: 1
Orbital gap, eV: 8.908

Structure (XYZ):
```
156
C42H102N2O10 ωB97M-V/def2-TZVPD
C -0.73922 -5.31836 -4.07128
C 0.24513 -4.17558 -4.00644
C 0.30011 -3.37684 -5.30190
O 0.05010 -3.37078 -2.84916
H -1.79329 -5.01883 -4.08863
H -0.67403 -6.10046 -3.32511
H -0.63722 -5.83107 -5.03048
H 1.22810 -4.63113 -3.85589
H 0.26564 -4.07433 -6.13092
H 1.25728 -2.85102 -5.35604
H -0.47121 -2.58546 -5.34029
H -0.89294 -3.10575 -2.72707
C 4.34453 2.58680 -2.32071
C 5.39674 1.55144 -2.55344
C 4.84411 0.14854 -2.12193
O 5.77003 1.61090 -3.93191
H 4.70093 3.50257 -2.77512
H 4.03941 2.74425 -1.29776
H 3.50787 2.18344 -2.90416
H 6.24390 1.84401 -1.94424
H 3.79251 0.00345 -2.41737
H 4.83717 0.09608 -1.02818
H 5.43924 -0.58358 -2.65110
H 6.34924 0.86820 -4.08627
C 1.54328 6.44692 -0.46244
C 1.68194 5.58688 -1.59271
C 0.47151 5.65571 -2.50814
O 2.90853 5.92513 -2.23403
H 0.70983 6.18369 0.19607
H 1.52951 7.45895 -0.82772
H 2.44857 6.38280 0.15536
H 1.72030 4.52692 -1.26541
H 0.38689 6.66847 -2.90746
H -0.43006 5.41336 -1.93712
H 0.55926 4.92386 -3.31563
H 3.09140 5.32621 -2.97924
C -4.73504 -2.75777 -2.04911
C -3.33515 -2.70040 -1.41125
C -2.83329 -4.00317 -0.81126
O -2.29080 -2.35184 -2.40608
H -4.85749 -3.67110 -2.62066
H -4.81693 -1.85465 -2.63412
H -5.53549 -2.78575 -1.31990
H -3.30825 -1.93509 -0.63281
H -2.75509 -4.74723 -1.58801
H -3.51254 -4.39035 -0.04860
H -1.88048 -3.83054 -0.28655
H -2.46161 -1.43853 -2.70490
C -4.58420 1.59631 -0.32819
C -3.90506 2.92378 -0.15047
C -2.41309 2.70599 0.02686
O -4.31016 3.65052 -1.29429
H -5.61582 1.75532 -0.58508
H -4.53339 0.99348 0.56629
H -4.09170 1.01957 -1.10716
H -4.35656 3.36302 0.74009
H -2.24670 2.23773 0.99971
H -1.97201 3.68891 -0.11657
H -2.12308 2.01841 -0.77885
H -4.11999 4.57389 -1.11025
C -4.01650 0.16123 -5.92480
C -2.78531 -0.11636 -5.13230
C -1.63738 0.65456 -5.66039
O -3.18263 0.07422 -3.74026
H -3.84371 0.00071 -6.99833
H -4.25583 1.20762 -5.69150
H -4.85711 -0.45346 -5.62636
H -2.58528 -1.18379 -5.20965
H -1.63969 1.72004 -5.46525
H -1.54153 0.44017 -6.71530
H -0.71790 0.30475 -5.17194
H -3.26728 1.01454 -3.57846
C 3.55717 -4.20690 0.47716
C 2.63677 -3.55262 -0.51253
C 3.35493 -3.17455 -1.81303
O 1.60527 -4.59674 -0.60538
H 4.09513 -5.01806 -0.03982
H 3.03543 -4.62876 1.35127
H 4.35423 -3.55293 0.85998
H 2.12567 -2.71351 -0.03097
H 4.38220 -2.80134 -1.69491
H 2.79382 -2.43117 -2.38330
H 3.49630 -4.07125 -2.40324
H 0.94441 -4.28181 -1.25419
C 0.42955 1.45639 -2.44741
C 0.89168 0.15812 -1.96575
C 0.02224 -0.33415 -0.80477
O 0.76229 -0.68735 -3.11103
H 1.07588 1.89665 -3.19016
H 0.32669 2.17907 -1.62159
H -0.54085 1.33918 -2.88890
H 1.90796 0.25036 -1.56939
H 0.19075 0.34941 0.02639
H 0.22811 -1.37681 -0.54724
H -1.03623 -0.27794 -1.03427
H 0.82429 -1.62653 -2.87546
C 1.34952 2.88323 1.18896
C 2.48208 2.49125 2.23347
C 1.93163 3.01320 3.62204
C 2.58968 2.38442 4.88484
C 2.48721 0.90365 4.78881
C 3.24059 0.34583 3.50786
N 2.54800 1.00257 2.34714
O 3.09379 0.46073 1.10799
C 4.77377 0.55499 3.54548
C 2.88656 -1.17604 3.35279
C 3.79687 3.11285 1.83043
H 1.19882 3.96150 1.17556
H 0.35886 2.46385 1.44518
H 1.64244 2.57031 0.18356
H 1.99802 4.10104 3.75162
H 0.89285 2.69737 3.73455
H 2.24073 2.80069 5.83438
H 3.64314 2.52096 4.78502
H 1.49450 0.50195 4.80199
H 3.04178 0.55233 5.67789
H 5.27835 -0.16934 4.21113
H 5.22121 0.40965 2.56274
H 5.13343 1.52639 3.89858
H 2.82470 -1.64117 4.34369
H 1.89382 -1.26857 2.90229
H 3.60817 -1.69507 2.76367
H 3.66198 4.13656 1.45211
H 4.33815 2.52262 1.10602
H 4.38652 3.28878 2.73288
H 2.34200 0.01159 0.74388
C -1.10187 -0.64732 5.61479
C -2.16418 -0.10883 4.59004
C -1.75896 -0.11050 3.10397
C -1.58781 -1.45663 2.48411
C -2.93227 -2.21646 2.66503
C -3.48568 -2.29561 4.09032
N -3.43015 -0.92033 4.66472
O -4.03888 -0.90273 5.92868
C -4.98788 -2.64334 3.94063
C -2.78512 -3.35069 5.01608
C -2.58483 1.32215 4.90960
H -0.80048 -1.66041 5.42749
H -1.48844 -0.63516 6.64020
H -0.30494 0.06771 5.62748
H -2.60680 0.36537 2.62361
H -0.88546 0.53008 2.97698
H -0.81692 -1.99091 3.01857
H -1.36893 -1.33871 1.41202
H -2.90485 -3.20729 2.20216
H -3.68347 -1.59245 2.15456
H -5.47643 -2.98044 4.86274
H -5.54774 -1.79175 3.56368
H -5.14800 -3.42435 3.17071
H -3.22616 -4.33318 4.82752
H -1.71523 -3.44349 4.84047
H -2.85268 -3.14364 6.08285
H -3.05586 1.41985 5.86606
H -3.24681 1.75234 4.17299
H -1.63971 1.90302 4.95388
H -3.31741 -1.23131 6.48970
```